[1]
Below is 2 unconnected molecules or ions with the total composition C2H7O at a distorted geometry, with properties calculated with ωB97M-V/def2-TZVPD.

Calculated values
Charge   +1
Orbital gap   10.3190 eV
M   47.1 g/mol
LUMO energy   -4.6495 eV

Last column: Löwdin charge in e.
Geometry (Å):
O: 0.035 -1.782 -0.406  0.2888
C: -0.655 1.017 0.351  -0.0522
C: 0.689 0.948 0.367  -0.0561
H: -0.109 -2.259 -1.258  0.2038
H: 0.700 -1.031 -0.422  0.1401
H: -0.814 -1.293 -0.248  0.1642
H: 1.304 0.816 -0.526  0.0706
H: 1.201 1.146 1.300  0.0826
H: -1.181 1.530 -0.455  0.0859
H: -1.170 0.909 1.298  0.0724

***

[2]
Below is 3 unconnected molecules or ions with the total composition C46H53BN3O7P at a distorted geometry, with properties calculated with ωB97M-V/def2-TZVPD.

Calculated values
Orbital gap   5.6895 eV
M   801.7 g/mol
SMILES   C#CCCCc1cc(CC)c2c(c1NCCC)C(=O)c1c(c(CC#C)c(B(O)N(C)C)c(CN)c1P(CC)CC)C2=O.O=C1C=CC(=O)C=C1.O=C1C=CC(=O)C=C1
LUMO energy   -1.7344 eV

Last column: Löwdin charge in e.
Geometry (Å):
P: -5.290 -1.536 -0.552  1.0483
O: -9.295 2.513 -1.020  0.1020
O: -2.714 -0.411 0.411  0.0643
O: 13.663 -8.126 7.370  0.1133
O: 8.759 -4.495 4.042  0.1013
O: 13.069 -5.035 3.111  0.0816
O: 9.907 -0.771 0.458  0.0962
O: -3.066 4.408 -0.169  0.1179
N: -0.385 -0.829 -0.964  0.0178
N: -8.296 4.027 -2.696  -0.1177
N: -8.384 0.090 -2.669  0.0391
C: -6.621 0.912 -1.105  -0.1491
C: 7.991 -2.684 2.747  0.0257
C: -9.235 3.608 -3.767  -0.0840
C: -5.397 0.313 -0.772  -0.2013
C: 0.402 2.644 -2.042  0.0217
C: -5.571 3.091 -1.197  -0.0814
C: 14.085 -7.808 5.076  0.0243
C: 5.336 0.039 -0.741  -0.1332
C: -5.084 -1.923 1.237  -0.4194
C: -0.752 3.345 -1.702  -0.1471
C: 1.863 0.647 -2.266  -0.1387
C: 12.797 -6.129 6.476  0.0281
C: -6.452 -2.041 1.958  -0.1672
C: 3.953 -0.278 -1.130  -0.2177
C: -1.688 1.270 -0.886  -0.0061
C: -4.360 -3.417 -2.343  -0.1880
C: -4.239 1.118 -0.628  -0.0542
C: 13.527 -7.419 6.396  -0.3839
C: 12.646 -5.353 5.407  0.0244
C: 13.934 -7.031 4.007  0.0232
C: 0.566 1.281 -1.820  -0.1352
C: 10.386 -3.520 2.651  0.0244
C: 0.532 -1.152 0.141  -0.2131
C: -6.070 5.328 -0.249  -0.1228
C: -0.412 5.132 -3.501  -0.0921
C: -4.347 2.496 -0.847  -0.0214
C: -6.392 6.038 0.661  0.1193
C: 6.511 0.210 -0.569  0.1050
C: 10.678 -2.584 1.752  0.0314
C: -0.515 0.582 -1.218  -0.1387
C: -1.806 2.656 -1.105  -0.0246
C: -3.870 -2.187 -1.553  -0.4168
C: -0.045 -1.037 1.556  -0.2279
C: -2.883 0.560 -0.282  -0.2636
C: -3.089 3.303 -0.666  -0.2583
C: 13.204 -5.744 4.090  -0.3723
C: 8.286 -1.750 1.848  0.0200
C: -7.865 0.052 -1.285  -0.2469
C: 9.021 -3.643 3.219  -0.3807
C: -0.186 0.409 2.079  -0.0884
C: 3.100 0.995 -1.379  -0.1734
C: -5.605 4.597 -1.439  -0.1278
C: -0.802 4.829 -2.018  -0.1705
C: 9.650 -1.627 1.281  -0.3787
C: -8.954 5.159 -1.969  -0.0803
C: -6.731 2.310 -1.315  0.0313
B: -8.136 2.960 -1.685  -0.5061
H: -10.089 3.029 -3.390  0.0854
H: 3.736 1.761 -1.822  0.1119
H: -9.346 2.917 -0.145  0.1215
H: -1.215 0.774 2.079  0.0602
H: -2.973 -2.409 -0.970  0.0632
H: 7.001 -2.790 3.171  0.1223
H: 0.827 -2.201 0.010  0.1222
H: 2.745 1.329 -0.399  0.1113
H: -5.196 -3.145 -2.996  0.0585
H: 0.638 5.401 -3.615  0.0662
H: -0.697 4.290 -4.137  0.0763
H: -4.507 -2.846 1.364  0.0808
H: 3.519 -0.889 -0.333  0.1022
H: 1.462 -0.567 0.133  0.0858
H: 11.669 -2.479 1.327  0.1251
H: -1.775 5.276 -1.847  0.0903
H: -7.655 0.320 -3.331  0.0758
H: 0.384 1.084 1.428  0.0670
H: -6.925 -1.055 1.910  0.0608
H: -8.710 3.105 -4.584  0.0864
H: -4.725 -4.214 -1.690  0.0605
H: -6.293 4.843 -2.253  0.1062
H: -0.069 5.324 -1.372  0.1226
H: -7.075 -2.808 1.497  0.0603
H: 1.213 3.203 -2.508  0.1316
H: -6.241 -2.256 3.009  0.0645
H: -3.608 -1.425 -2.299  0.0787
H: 12.398 -5.863 7.446  0.1245
H: -8.656 0.377 -0.611  0.1113
H: -8.753 5.110 -0.893  0.0689
H: -7.664 -0.990 -1.045  0.0472
H: -4.523 -1.152 1.776  0.0627
H: 12.115 -4.410 5.445  0.1218
H: -0.012 -1.292 -1.784  0.1083
H: -9.653 4.521 -4.205  0.0841
H: 3.961 -0.914 -2.021  0.1197
H: -3.543 -3.761 -2.988  0.0643
H: 14.331 -7.297 3.036  0.1226
H: 0.679 -1.543 2.211  0.1025
H: -10.047 5.112 -2.065  0.0889
H: -9.157 0.739 -2.741  0.0478
H: 11.126 -4.229 3.007  0.0815
H: -1.019 5.981 -3.831  0.0669
H: -0.970 -1.604 1.669  0.0955
H: 0.197 0.521 3.097  0.0676
H: 1.803 -0.441 -2.344  0.0981
H: -6.617 6.763 1.409  0.0284
H: 2.086 1.008 -3.277  0.1220
H: 7.555 -1.038 1.491  0.0887
H: 14.614 -8.751 5.038  0.1232
H: 7.560 0.089 -0.390  0.0135
H: -4.632 4.973 -1.752  0.1150
H: -8.606 6.126 -2.340  0.0951

***

[3]
Below is 4 unconnected molecules or ions with the total composition H8O4 at a distorted geometry, with properties calculated with ωB97M-V/def2-TZVPD.

Calculated values
Orbital gap   11.6579 eV
M   72.1 g/mol
SMILES   O.O.O.O
LUMO energy   0.4120 eV

Last column: Löwdin charge in e.
Geometry (Å):
O: -2.910 -1.382 0.009  -0.0701
O: 0.954 0.260 0.664  -0.0537
O: 3.540 -0.559 -0.365  -0.0865
O: -1.415 1.568 -0.272  -0.0426
H: -1.365 2.532 -0.337  0.0546
H: 3.790 0.311 -0.080  0.0168
H: 2.569 -0.344 -0.583  0.0482
H: -2.002 -1.217 -0.201  -0.0017
H: 1.229 -0.675 0.733  0.0509
H: 0.050 0.070 0.806  -0.0127
H: -3.414 -1.234 -0.846  0.0773
H: -2.211 1.460 0.223  0.0196

***

[4]
Below is a gas-phase ion, C3H3O2S (charge -1) at a distorted geometry, with properties calculated with ωB97M-V/def2-TZVPD.

Calculated values
Charge   -1
Orbital gap   7.5509 eV
M   103.1 g/mol
SMILES   CC(=O)C([O-])=S
LUMO energy   3.9217 eV

Last column: Löwdin charge in e.
Geometry (Å):
S: -0.535 -1.053 -1.919  0.3270
O: 1.131 1.265 -1.844  -0.0527
O: 1.504 -1.021 0.510  0.0066
C: -0.615 0.126 0.949  -0.0851
C: 0.663 -0.283 0.072  -0.6465
C: 0.676 0.273 -1.262  -0.7428
H: -0.941 1.171 0.692  0.0652
H: -0.453 0.079 2.151  0.1045
H: -1.430 -0.556 0.651  0.0239

***

[5]
Below is a gas-phase ion, C7H9FNO4 (charge -1) at a distorted geometry, with properties calculated with ωB97M-V/def2-TZVPD.

Calculated values
Charge   -1
Orbital gap   8.7588 eV
M   190.2 g/mol
SMILES   C=C[C@@H](F)N(CC(=O)[O-])CC(=O)O
LUMO energy   3.5629 eV

Last column: Löwdin charge in e.
Geometry (Å):
F: -1.820 0.833 -1.669  -0.1500
O: 1.257 1.052 1.765  -0.0085
O: -0.010 2.731 2.371  -0.0173
O: 1.605 -1.200 1.102  0.1131
O: 1.117 -2.963 -0.026  0.0456
N: -0.701 0.104 0.293  -0.1421
C: -0.637 -1.335 0.098  -0.0405
C: 0.782 -0.428 -2.532  0.0067
C: 0.782 -1.893 0.406  -0.6014
C: -0.559 0.934 -0.770  -0.2522
C: 0.145 1.584 1.945  -0.6982
C: 0.605 0.454 -1.603  -0.1387
C: -1.016 0.717 1.517  -0.1061
H: -0.488 2.111 -0.581  0.2062
H: -0.093 -0.896 -2.939  0.0674
H: 1.494 1.102 -1.353  0.1323
H: -1.870 1.314 1.268  0.1165
H: 1.803 -0.505 -2.857  0.0651
H: -0.934 -1.506 -0.930  0.1059
H: -1.386 0.098 2.309  0.1288
H: 1.239 -0.312 1.469  0.0184
H: -1.316 -1.995 0.720  0.1491

***

The records above yield energy values of -155.2679; -2841.6134; -305.7318; -664.8074; -727.7640 a.u., respectively.